No. 1
{
  "formula": "CFNO4",
  "method": "ωB97M-V with the def2-TZVPD basis set",
  "e_tot_ev": -13430.040,
  "fmax_ev_per_a": 3.503,
  "smiles": "O=C(F)O[N+](=O)[O-]",
  "orbital_gap_ev": 11.53,
  "e_homo_ev": -12.28,
  "multiplicity": 1,
  "relative_energy_kj_mol": 10.9,
  "species": ["O", "C", "F", "O", "N", "O", "O"],
  "coordinates": [[2.3098, -0.4099, -0.1828], [1.1885, -0.1321, 0.0304], [0.7981, 0.8547, 0.8463], [0.0991, -0.5489, -0.6238], [-1.2778, 0.0270, -0.1051], [-1.4253, -0.3850, 0.9519], [-1.7190, 0.8073, -0.8168]],
  "nbo_charge": [-0.52, 1.04, -0.34, -0.49, 0.77, -0.24, -0.22]
}

=====

No. 2
{
  "formula": "H4O2",
  "method": "ωB97M-V with the def2-TZVPD basis set",
  "e_tot_ev": -4159.454,
  "fmax_ev_per_a": 4.870,
  "smiles": "O.O",
  "orbital_gap_ev": 12.70,
  "e_homo_ev": -11.62,
  "multiplicity": 1,
  "relative_energy_kj_mol": 46.8,
  "species": ["O", "H", "H", "O", "H", "H"],
  "coordinates": [[6.0120, -0.4626, 1.6634], [5.6298, 0.3625, 1.5170], [6.9573, -0.1859, 1.8966], [-5.9428, 0.0720, -1.4366], [-6.0079, -0.5515, -2.0841], [-6.6485, 0.7655, -1.5563]],
  "nbo_charge": [-0.92, 0.46, 0.46, -0.94, 0.46, 0.47]
}

=====

No. 3
{
  "formula": "C26H33N3O5",
  "method": "ωB97M-V with the def2-TZVPD basis set",
  "e_tot_ev": -42206.945,
  "fmax_ev_per_a": 1.301,
  "smiles": "O=C(NCC(=O)N(C[C@@H]1CCCO1)[C@H](C(=O)NC1CCCCC1)c1ccccc1)c1ccco1",
  "orbital_gap_ev": 9.41,
  "e_homo_ev": -8.86,
  "multiplicity": 1,
  "relative_energy_kj_mol": 37.0,
  "species": ["O", "C", "N", "C", "C", "O", "N", "C", "C", "C", "C", "C", "O", "C", "C", "O", "N", "C", "C", "C", "C", "C", "C", "C", "C", "C", "C", "C", "C", "C", "C", "C", "C", "O", "H", "H", "H", "H", "H", "H", "H", "H", "H", "H", "H", "H", "H", "H", "H", "H", "H", "H", "H", "H", "H", "H", "H", "H", "H", "H", "H", "H", "H", "H", "H", "H", "H"],
  "coordinates": [[-1.7971, -3.2223, -0.9694], [-2.1560, -2.0771, -1.1966], [-1.3728, -1.1528, -1.7883], [-0.0115, -1.4028, -2.1893], [0.9822, -0.5566, -1.3820], [1.4546, 0.4410, -1.8948], [1.2898, -0.9362, -0.1249], [0.6887, -2.0340, 0.5962], [-0.2708, -1.5443, 1.6894], [-1.2006, -2.6323, 2.2426], [-2.4380, -1.8368, 2.6873], [-2.1990, -0.4346, 2.0968], [-1.1491, -0.5610, 1.1608], [2.2844, -0.1422, 0.6103], [2.0388, 1.3738, 0.4206], [2.9288, 2.1720, 0.2463], [0.7465, 1.7034, 0.6264], [0.2177, 3.0138, 0.3119], [-0.5966, 3.5579, 1.4860], [-1.1587, 4.9353, 1.1464], [-2.0223, 4.8683, -0.1098], [-1.2150, 4.3196, -1.2827], [-0.6528, 2.9430, -0.9448], [3.6880, -0.5645, 0.2517], [4.3958, -1.3892, 1.1178], [5.6759, -1.8084, 0.8028], [6.2635, -1.4024, -0.3826], [5.5653, -0.5767, -1.2470], [4.2831, -0.1594, -0.9361], [-3.5021, -1.5954, -0.8571], [-4.5526, -2.2663, -0.2858], [-5.6010, -1.3286, -0.1662], [-5.1158, -0.1600, -0.6717], [-3.8520, -0.3076, -1.0916], [-1.7128, -0.2079, -1.8780], [0.1800, -2.4739, -2.1027], [0.1175, -1.1001, -3.2341], [1.4785, -2.6315, 1.0630], [0.1307, -2.6753, -0.0835], [0.2933, -1.0897, 2.5228], [-0.7384, -3.1844, 3.0571], [-1.4587, -3.3254, 1.4427], [-3.3497, -2.2768, 2.2893], [-2.5218, -1.7868, 3.7715], [-1.9007, 0.2695, 2.8873], [-3.0654, -0.0292, 1.5740], [2.1271, -0.3374, 1.6765], [0.0571, 0.9657, 0.7110], [1.0834, 3.6577, 0.1275], [0.0363, 3.6170, 2.3733], [-1.4178, 2.8676, 1.6995], [-1.7483, 5.3119, 1.9851], [-0.3318, 5.6284, 0.9796], [-2.8815, 4.2184, 0.0757], [-2.4023, 5.8629, -0.3520], [-1.8452, 4.2554, -2.1725], [-0.3903, 4.9993, -1.5050], [-0.0518, 2.5575, -1.7702], [-1.4763, 2.2445, -0.7620], [3.9474, -1.7021, 2.0518], [6.2155, -2.4490, 1.4855], [7.2646, -1.7257, -0.6283], [6.0231, -0.2517, -2.1695], [3.7431, 0.4896, -1.6048], [-4.5600, -3.2987, -0.0031], [-6.5778, -1.4991, 0.2371], [-5.5598, 0.8099, -0.7845]],
  "nbo_charge": [-0.64, 0.65, -0.59, -0.32, 0.69, -0.63, -0.43, -0.24, 0.09, -0.43, -0.44, -0.07, -0.56, -0.17, 0.72, -0.62, -0.65, -0.06, -0.39, -0.40, -0.39, -0.40, -0.40, 0.05, -0.23, -0.22, -0.21, -0.20, -0.21, 0.16, -0.25, -0.32, 0.11, -0.40, 0.41, 0.24, 0.23, 0.21, 0.25, 0.16, 0.22, 0.23, 0.22, 0.21, 0.17, 0.20, 0.22, 0.42, 0.23, 0.21, 0.18, 0.21, 0.20, 0.19, 0.21, 0.21, 0.20, 0.23, 0.18, 0.20, 0.21, 0.21, 0.21, 0.25, 0.25, 0.24, 0.21]
}